No. 1
A molecular structure, C26H61N2O6PSSeSi2Sn. Source: OMol25; level of theory: ωB97M-V/def2-TZVPD.

Geometry as XYZ:
```
101
Properties=species:S:1:pos:R:3
C -2.838 -0.977 0.644
H -4.052 -2.541 2.085
C -3.318 -3.299 2.333
S -0.380 1.278 0.785
H -1.064 -4.405 2.909
H 1.629 5.117 2.717
H 4.859 -1.847 -2.745
H -4.979 2.433 -3.364
H -2.800 -0.298 1.506
N -2.942 2.344 -2.835
H -1.928 3.917 -3.783
C 2.907 -2.593 1.010
O -0.655 -1.935 0.308
H -1.001 -1.374 4.686
C 4.077 2.099 -2.279
H -2.543 -3.292 -1.213
H -0.041 -1.326 -4.665
H 4.639 0.771 -5.468
C -0.924 1.408 4.696
H 0.934 3.588 3.255
H 2.569 -2.592 -0.030
H 2.910 1.022 -5.218
C -0.975 -1.760 -4.326
H 1.217 -3.286 -2.805
P -0.873 -2.128 -2.551
Se 1.831 -0.341 -2.721
H -1.179 -2.679 -4.877
Si 4.042 0.436 -3.100
H -4.197 0.638 -1.136
H -4.268 3.942 -2.762
H -2.711 -3.624 -2.937
H 2.755 -1.654 3.574
H -3.147 1.583 -0.049
H -2.897 2.878 -4.847
O 1.091 0.979 3.497
H -3.721 -4.278 2.076
H -1.425 1.642 3.754
H -0.957 -0.712 3.036
C -0.365 -0.909 3.932
H 0.813 4.077 1.550
H -3.135 -3.263 3.407
H 4.320 0.563 0.995
H 4.456 -1.663 3.106
C -2.509 -2.843 -2.204
H 5.156 -0.979 0.753
H -1.346 2.289 -4.195
H -3.291 -2.089 -2.276
N -2.056 -3.096 1.629
H 2.892 4.165 0.116
H 4.444 3.613 0.771
H 3.185 2.660 -2.554
H -0.529 2.333 5.115
C -1.781 -2.064 0.855
Sn 0.062 -0.210 -1.002
H 3.878 -0.463 -0.374
C 5.251 -0.852 -2.534
H 1.841 -0.501 5.537
H -1.779 -1.049 -4.525
H -0.076 -3.770 1.577
H -1.661 1.006 5.392
H 5.480 -0.771 -1.478
O -2.458 -0.306 -0.535
H 1.418 1.127 6.085
C 0.195 0.402 4.465
C 1.012 0.181 5.728
C 4.197 -0.467 0.665
H -4.652 2.660 -1.627
O 1.881 -0.469 1.256
H 0.388 -0.245 6.514
Si 1.427 0.955 1.925
H -1.303 -5.021 1.262
C 3.757 0.396 -4.940
H 3.626 -0.128 3.337
H 3.876 4.277 3.779
H 6.190 -0.742 -3.084
C 3.513 4.126 1.012
H 3.751 5.146 1.312
H 3.828 -3.173 1.069
O 2.565 2.049 1.644
C 3.646 3.289 3.380
H 4.586 2.787 3.147
H 3.124 2.722 4.152
C -2.377 1.456 -2.050
H 0.325 -3.889 -1.405
C 1.455 4.079 2.433
H 4.102 1.977 -1.195
O -1.186 1.086 -2.239
H -0.162 -4.383 -3.043
C 3.505 -1.148 2.966
C 2.784 3.403 2.133
H -3.849 -1.375 0.540
C -2.225 2.889 -3.990
C -4.294 2.861 -2.632
C -1.055 -4.138 1.853
H 4.952 2.684 -2.573
H 2.158 -3.083 1.630
H 0.432 -1.607 3.675
H 3.578 -0.624 -5.282
C 0.231 -3.563 -2.441
C 3.141 -1.173 1.489
C -3.161 0.865 -0.878
```

Summary:
Gap between HOMO and LUMO   8.13 eV
Max |F|   0.50 eV/A
Energy relative to the best compared isomer or geometry (same formula, charge and spin)   6.4 kcal per mole
Total charge   +2



No. 2
2 unconnected molecules or ions with the total composition C18H10FNO4S in a non-equilibrium geometry. Source: OMol25; level of theory: ωB97M-V/def2-TZVPD.

Geometry as XYZ:
```
35
Properties=species:S:1:pos:R:3
C 1.230 2.064 0.815
F 4.356 0.639 1.933
O -2.419 -2.219 0.433
H -2.169 -3.882 -1.659
O 2.358 -3.715 -1.822
C -2.180 1.715 1.631
H 2.539 1.157 -2.170
C -1.370 -2.582 -0.145
C 2.494 1.296 -1.103
C -2.492 1.523 -1.085
C -3.525 1.153 -0.260
S 0.034 2.517 -1.568
C -0.056 -3.839 -1.888
C 1.177 -2.441 -0.221
H -4.166 0.915 1.735
H 2.080 -2.030 0.227
N 0.054 2.636 1.337
H 4.370 0.357 -0.658
O -0.051 -1.147 1.282
H -4.440 0.804 -0.709
C 1.370 1.912 -0.567
C 3.373 1.049 1.106
H 0.056 2.631 2.346
C -0.038 -1.998 0.372
C 3.503 0.861 -0.258
C -1.144 2.116 0.830
C -1.323 2.002 -0.537
C 1.294 -3.324 -1.300
C 2.250 1.633 1.654
H -2.079 1.772 2.708
O -0.068 -4.568 -2.893
C -3.351 1.234 1.105
C -1.265 -3.450 -1.235
H -2.573 1.467 -2.160
H 2.169 1.742 2.726
```

Summary:
Gap between HOMO and LUMO   4.33 eV
Max |F|   1.19 eV/A
Energy relative to the best compared isomer or geometry (same formula, charge and spin)   3.1 kcal per mole
Total charge   -2



No. 3
C3H4ClFO in the gas phase in a non-equilibrium geometry. Source: OMol25; level of theory: ωB97M-V/def2-TZVPD.

Geometry as XYZ:
```
10
Properties=species:S:1:pos:R:3
F 1.427 -1.545 -0.908
H 0.234 0.674 1.496
H -1.316 0.582 0.700
Cl 3.076 -0.002 0.890
H 2.280 -0.050 -1.565
C -0.264 0.262 0.680
C 0.538 0.791 -0.374
C 1.685 -0.267 -0.776
O 0.729 1.890 -0.836
H -0.173 -0.893 0.635
```

Summary:
Gap between HOMO and LUMO   9.79 eV
Max |F|   4.18 eV/A
Energy relative to the best compared isomer or geometry (same formula, charge and spin)   29.1 kcal per mole
Total charge   0



No. 4
2 unconnected molecules or ions with the total composition C7H8N4S in a non-equilibrium geometry. Source: OMol25; level of theory: ωB97M-V/def2-TZVPD.

Geometry as XYZ:
```
20
Properties=species:S:1:pos:R:3
C -0.020 -0.545 0.737
H 1.187 1.193 1.313
H -0.893 2.437 1.728
H 1.179 1.906 -4.305
H -3.336 -0.855 0.901
S 3.070 -3.152 -0.304
H 0.382 0.865 -0.424
C 1.894 -2.097 0.123
N 1.011 1.247 -3.564
N 0.815 0.744 -1.383
C -2.196 1.074 1.065
H -2.879 1.936 1.093
N 0.839 1.183 -2.403
C -2.420 -0.306 0.863
C 0.176 0.788 1.094
H -1.536 -2.145 0.476
N 1.023 -1.284 0.270
H 3.964 -3.380 0.766
C -0.931 1.491 1.343
C -1.330 -1.101 0.613
```

Summary:
Gap between HOMO and LUMO   7.99 eV
Max |F|   6.83 eV/A
Energy relative to the best compared isomer or geometry (same formula, charge and spin)   50.7 kcal per mole
Total charge   +2



No. 5
A molecular structure, C27H19AuN4O4P. Source: OMol25; level of theory: ωB97M-V/def2-TZVPD.

Geometry as XYZ:
```
56
Properties=species:S:1:pos:R:3
C -1.294 4.497 0.731
H 2.572 -2.253 1.427
H 0.534 4.941 1.788
H -2.045 -4.530 2.954
C 1.853 2.532 1.524
H 4.676 -3.401 -2.891
C 2.259 -2.505 -0.686
C 3.024 -2.500 0.481
H -1.678 -1.494 -5.805
C -1.251 -1.667 -4.826
C -0.041 4.201 1.251
C 4.218 -3.139 -1.947
O 2.489 3.543 2.111
C -1.889 -2.515 -3.936
C -0.728 -6.030 0.214
C 1.666 -1.253 5.307
H 0.410 -0.345 -5.154
H -0.627 -7.006 -0.241
C -1.349 -2.731 -2.678
C -1.392 -5.889 1.426
C 4.973 -3.115 -0.784
O -2.931 1.493 -1.761
C -1.991 1.247 -1.062
P 0.469 -2.298 -0.659
H -2.816 -2.998 -4.212
H -1.106 -2.548 1.852
O 2.315 1.439 1.350
H -1.726 5.477 0.883
C 0.891 -1.132 3.142
Au -0.051 -0.275 0.361
H -1.807 -6.760 1.916
H 0.339 -5.037 -1.350
H 1.374 -0.706 -2.926
C -1.965 3.540 -0.011
H 4.955 -2.786 1.337
H -2.916 3.728 -0.489
H 6.028 -3.352 -0.818
C -1.527 -4.640 2.012
C 4.373 -2.799 0.427
N 0.905 -0.848 1.999
C -0.325 -3.660 0.180
C -0.151 -2.115 -2.326
H 2.292 -2.888 -2.816
C 2.867 -2.837 -1.904
C 0.475 -1.236 -3.215
C -0.189 -4.921 -0.410
C -0.073 -1.022 -4.463
H 3.365 3.230 2.386
N 0.817 -1.508 4.327
O -1.398 0.056 -1.058
N -0.208 1.991 0.406
H -1.865 -3.370 -1.973
C -1.379 2.295 -0.151
N 2.362 -1.038 6.201
C -0.994 -3.520 1.391
C 0.478 2.932 1.059
```

Summary:
Gap between HOMO and LUMO   6.53 eV
Max |F|   0.63 eV/A
Energy relative to the best compared isomer or geometry (same formula, charge and spin)   4.2 kcal per mole
Total charge   +1



No. 6
C20H24N2O5S2 in the gas phase in a non-equilibrium geometry. Source: OMol25; level of theory: ωB97M-V/def2-TZVPD.

Geometry as XYZ:
```
53
Properties=species:S:1:pos:R:3
O -4.435 -0.119 1.730
H 2.342 2.630 -1.726
C 4.197 -1.692 1.004
C 1.427 2.150 -2.072
N 1.144 1.062 -1.165
C 0.276 3.164 -2.113
H 0.411 3.892 -1.312
H -3.299 -1.800 -0.441
H 4.579 -2.693 1.056
C -0.422 -3.104 0.727
S 2.531 -1.432 0.655
C -1.073 2.461 -1.895
C -0.603 -3.457 -1.651
H 4.357 1.624 1.150
H -2.387 -2.687 -2.547
O 1.881 2.687 0.648
S 1.396 1.361 0.449
H 1.039 -3.959 -2.934
H -2.323 2.254 1.866
C 4.873 -0.528 1.189
C -3.308 0.316 1.623
C 0.091 -3.603 -0.457
C -3.015 1.754 1.181
H -1.992 0.529 -2.236
H -0.417 -0.161 -0.630
H -3.950 2.318 1.113
H -0.337 -5.052 -3.042
C -2.346 -2.309 -0.447
H -0.431 -3.460 -3.788
O -2.424 1.679 -0.119
C -1.020 1.003 -2.357
H 5.921 -0.472 1.420
C 4.041 0.603 1.045
O 0.283 0.877 1.225
H 1.046 -4.107 -0.454
N -2.188 -0.384 1.857
H -1.289 0.061 1.704
H 0.289 3.689 -3.068
H 0.401 -0.626 -2.127
C -2.189 -1.825 2.003
H -0.758 0.989 -3.417
H -1.851 2.983 -2.465
H -1.581 -2.103 2.869
C 2.754 0.266 0.759
C 0.025 0.226 -1.548
H 1.607 1.713 -3.059
H 0.136 -3.224 1.645
H -3.227 -2.125 2.173
C -1.514 2.600 -0.438
C -0.048 -4.007 -2.930
C -1.831 -2.806 -1.628
O -1.154 3.480 0.295
C -1.645 -2.452 0.745
```

Summary:
Gap between HOMO and LUMO   9.26 eV
Max |F|   1.25 eV/A
Energy relative to the best compared isomer or geometry (same formula, charge and spin)   0.0 kcal per mole
Total charge   0



No. 7
C9H12OS in the gas phase in a non-equilibrium geometry. Source: OMol25; level of theory: ωB97M-V/def2-TZVPD.

Geometry as XYZ:
```
23
Properties=species:S:1:pos:R:3
H 0.361 -2.085 2.058
H -3.270 -1.736 0.275
H -1.461 -0.411 3.377
C 2.104 0.284 -0.048
H 3.983 0.246 -1.103
C 3.101 0.740 -1.135
H 0.485 0.958 1.074
H 2.528 0.481 -1.960
H 1.351 2.295 0.349
C -1.590 -0.348 -0.119
O -0.117 -1.757 2.879
C -2.886 -1.057 -0.479
C 0.077 1.190 -1.069
S 1.992 -1.230 0.373
C -1.129 -0.509 1.200
C -1.032 -0.833 2.452
H -1.672 0.471 -2.006
C 0.926 1.285 0.164
H 0.564 1.671 -1.955
H -3.723 -0.446 -0.691
H 3.157 1.819 -1.130
H -2.671 -1.588 -1.435
C -1.078 0.560 -1.069
```

Summary:
Gap between HOMO and LUMO   7.84 eV
Max |F|   6.42 eV/A
Energy relative to the best compared isomer or geometry (same formula, charge and spin)   78.2 kcal per mole
Total charge   0



No. 8
A molecular structure, C45H34F2N8O3PbS in a non-equilibrium geometry. Source: OMol25; level of theory: ωB97M-V/def2-TZVPD.

Geometry as XYZ:
```
94
Properties=species:S:1:pos:R:3
H 6.993 10.494 12.729
C 17.035 7.140 11.062
C 13.248 13.021 14.425
C 12.710 14.010 15.270
C 19.870 10.220 7.061
O 14.822 10.795 8.006
H 7.918 9.622 10.464
H 11.122 5.417 8.442
N 10.817 10.763 11.888
C 9.336 15.355 9.933
H 12.583 7.208 7.182
H 13.905 8.755 8.524
C 11.491 14.246 10.447
H 20.396 10.357 13.787
C 19.726 11.285 7.945
N 17.478 6.479 9.998
C 10.319 11.320 13.004
H 16.007 6.999 11.340
C 21.225 9.916 6.438
H 9.455 13.178 14.746
C 8.570 10.093 11.230
N 17.707 7.982 11.831
H 20.498 7.878 10.015
H 21.892 9.362 7.139
Pb 13.529 10.419 11.852
N 8.321 15.852 10.229
C 19.545 9.894 13.256
H 16.971 10.281 17.047
F 11.566 5.149 12.774
C 8.951 11.086 13.361
C 17.026 10.288 15.968
C 11.656 6.548 14.692
C 11.937 6.356 13.352
H 14.316 12.925 14.347
O 15.681 10.086 10.178
C 10.552 14.728 9.534
C 17.398 10.742 8.265
H 10.822 14.842 16.006
C 17.508 9.651 7.380
C 17.026 10.361 13.192
H 16.659 8.992 7.224
C 13.289 7.999 9.024
H 11.412 14.510 11.496
C 18.963 8.273 11.428
C 15.875 10.533 15.196
H 19.081 6.126 8.788
C 12.712 8.733 14.432
H 21.693 10.883 6.168
N 12.547 13.528 10.072
H 11.013 5.606 10.887
H 13.047 9.659 14.936
C 11.939 13.878 7.765
H 16.972 10.415 12.126
C 11.302 14.092 15.386
H 20.614 11.871 8.183
H 21.043 9.347 5.512
H 10.273 9.901 10.012
C 12.012 7.798 15.206
N 15.889 10.556 13.855
C 10.776 14.510 8.166
C 8.058 10.537 12.471
H 8.652 11.311 14.374
O 15.894 12.398 9.552
C 11.720 6.180 8.928
C 19.488 7.644 10.298
H 18.351 12.451 9.180
C 18.728 9.434 6.754
H 20.789 9.177 11.752
H 13.626 12.705 8.542
H 14.922 10.750 15.700
C 9.927 10.233 10.984
H 10.013 14.876 7.479
H 12.188 13.787 6.718
H 13.385 14.686 15.792
C 18.506 11.610 8.516
C 19.819 9.141 12.161
F 11.586 8.153 16.455
C 18.741 6.703 9.630
C 13.011 8.503 13.089
C 12.762 13.305 8.748
C 12.536 7.300 12.511
S 15.812 11.050 9.049
C 11.679 6.247 10.325
H 18.897 8.591 6.073
C 11.134 12.208 13.828
H 11.166 5.794 15.305
N 12.488 12.157 13.707
C 12.467 7.168 11.038
C 10.539 13.171 14.694
N 13.218 8.072 10.372
C 18.236 10.127 15.286
H 19.117 9.852 15.823
C 18.257 10.133 13.878
C 12.533 7.083 8.254
```

Summary:
Gap between HOMO and LUMO   7.17 eV
Max |F|   2.69 eV/A
Energy relative to the best compared isomer or geometry (same formula, charge and spin)   0.0 kcal per mole
Total charge   0